Computed, not measured: a gas-phase ion, C4H8F2N3O (charge +1), with the ωB97M-V functional and the def2-TZVPD basis.

XYZ file:
```
18
Properties=species:S:1:pos:R:3:forces:R:3
H 1.3707 -1.7323 -1.4697 0.5932 0.4411 -1.1776
N 0.6295 -2.1860 -0.9808 1.1776 -1.0088 -1.9000
C 0.3887 -1.5939 0.0621 -1.1664 1.9695 2.3663
C -0.4868 -2.2754 1.0117 -1.4085 -2.5207 1.1434
C 0.9174 -0.1394 0.3748 -0.6734 1.5960 -0.1887
F 1.0652 0.1980 1.7026 -0.2137 -0.8422 -1.3213
F 2.1014 0.0479 -0.2500 -0.4170 0.0909 0.2079
C -0.0765 1.1257 -0.1620 -1.4973 -1.6145 1.5202
N -1.3648 1.1631 0.2038 1.5970 -0.1338 0.1747
N 0.4717 2.0573 -0.8876 2.6369 -1.4407 -1.2333
O -0.2977 3.0640 -1.2617 -3.2465 0.8203 -0.5023
H 0.1138 -2.9464 1.6742 -0.0712 0.6380 -0.4177
H -1.1190 -1.7379 1.7162 0.0176 0.4615 -0.2508
H -1.1131 -3.0435 0.4369 0.7366 1.3364 0.7024
H -1.6735 0.5989 0.9520 0.0766 -1.2523 0.7927
H -2.0442 1.8910 0.1005 0.3791 0.9738 -0.8826
H 1.0865 1.6041 -1.6040 0.0630 1.1227 0.6208
H 0.0308 3.9047 -1.6190 1.4166 -0.6372 0.3458
```
Positions in Å, forces in eV/Å.

Properties
net charge = +1
relative energy (zero: lowest compared OMol25 entry of this formula, charge and spin) = 0.00 kcal per mole
spin multiplicity = 1
HOMO = -14.501 eV
DFT total energy = -596.09933 Eh
F_max = 0.066 hartree/bohr
SMILES = [H]/N=C(/C)C(F)(F)C(=[NH2+])NO

For each atom in turn, the Mulliken charge in e is: 0.27 -0.54 0.49 -1.08 0.60 -0.24 -0.30 0.24 -0.31 0.10 -0.44 0.29 0.34 0.36 0.22 0.28 0.34 0.39